A molecular structure, C4H7ClO6SYb in a non-equilibrium geometry, computed with ωB97M-V with the def2-TZVPD basis set.

LUMO level   -10.21 eV
E_HOMO   -16.6 eV
Maximum force   1.77 eV/A
Kohn-Sham gap   6.3 eV
2S+1   1
E_tot   -71412.939 eV
Total charge   +2

Last column: Löwdin charge in e.
CARTESIAN COORDINATES (ANGSTROEM)
O  3.0985  -1.6050  1.4925  0.2789
C  2.7595  -0.6440  0.9003  -0.7426
O  3.2031  0.5834  1.4030  -0.4062
Cl  2.6867  2.0065  0.6125  0.8485
O  2.0977  -0.6353  -0.2830  -0.1474
C  0.5842  -0.5552  -0.0132  -0.0843
C  -0.0619  0.4331  -0.9583  -0.1749
C  -1.6122  0.4196  -0.9848  -0.1915
S  -2.3005  -0.1396  0.5425  0.5730
O  -2.0153  -1.5378  0.6816  -0.2538
O  -1.8539  0.7637  1.5565  -0.2473
O  -3.8036  0.0802  0.1790  -0.1100
H  0.4631  -0.3251  1.0414  0.1357
H  0.2368  -1.5609  -0.2033  0.1418
H  0.2831  0.1750  -1.9606  0.1254
H  0.2666  1.4496  -0.7643  0.0904
H  -2.0347  -0.1779  -1.7855  0.1225
H  -1.9704  1.4373  -1.1113  0.1208
H  -4.3551  -0.4734  0.7642  0.1347
Yb  4.3285  0.3057  -1.1093  1.7861



A molecular structure, C37H26F6N5O8PSbW in a non-equilibrium geometry, computed with ωB97M-V with the def2-TZVPD basis set.

LUMO level (alpha / beta)   -7.71 / -7.78 eV
E_HOMO (alpha / beta)   -13.8 / -13.8 eV
Expectation value of S²   0.76
Maximum force   3.11 eV/A
Kohn-Sham gap (alpha / beta)   6.1 / 6.1 eV
2S+1   2
E_tot   -96562.524 eV
Total charge   +2

Last column: Löwdin charge in e.
CARTESIAN COORDINATES (ANGSTROEM)
W  1.0495  0.4056  -1.7884  1.9968
O  2.0275  -0.9690  1.9646  0.1830
C  1.4829  -1.0876  0.9098  -0.3524
N  0.4760  -0.1941  0.3682  0.0924
C  -0.2620  0.4443  1.2207  -0.2737
O  -0.2553  0.0626  2.4966  0.0312
C  -1.3830  1.3006  0.7776  -0.2071
C  -2.3753  1.7040  1.6586  0.0322
C  -3.4309  2.4493  1.1497  -0.0104
C  -3.4480  2.7479  -0.1984  -0.0019
C  -2.4174  2.2694  -1.0045  -0.0748
N  -1.4089  1.5609  -0.5254  0.0981
C  1.7247  -2.1811  -0.0550  -0.1923
C  2.3288  -3.3674  0.2982  0.0507
C  2.4409  -4.3454  -0.6794  0.0058
C  1.9397  -4.0875  -1.9440  0.0103
C  1.3760  -2.8514  -2.2179  -0.0712
N  1.2701  -1.9105  -1.2804  -0.0114
H  -2.3616  1.4136  2.6992  0.1062
H  -4.2297  2.7817  1.7987  0.1254
H  -4.2472  3.3322  -0.6326  0.1235
H  -2.4004  2.4699  -2.0683  0.1196
H  2.6857  -3.5070  1.3086  0.1379
H  2.9055  -5.2961  -0.4559  0.1305
H  1.9929  -4.8287  -2.7285  0.1280
H  1.0046  -2.6040  -3.1991  0.1176
F  1.2622  1.9738  -0.7478  -0.3968
Sb  4.0251  0.9781  -3.0778  1.7940
F  2.9475  0.0158  -1.2614  -0.4615
F  4.0702  2.4719  -1.9274  -0.4356
F  5.6688  0.5331  -2.2389  -0.4898
F  1.8637  1.7435  -2.9962  -0.5238
F  1.6810  -0.5499  -3.3935  -0.4628
C  5.4322  0.9539  2.6152  -0.0362
C  4.9700  1.3799  1.3782  -0.0411
C  3.7010  1.9241  1.2615  -0.0909
C  2.9030  2.0543  2.3964  -0.3433
C  3.3747  1.6444  3.6449  -0.0886
C  4.6377  1.0901  3.7481  -0.0487
P  1.3162  2.8797  2.2133  1.2129
C  1.4942  4.6650  2.2521  -0.3662
C  2.1055  5.3215  3.3211  -0.0808
C  2.2796  6.6929  3.2668  -0.0496
C  1.8647  7.4034  2.1452  -0.0425
C  1.2700  6.7502  1.0760  -0.0529
C  1.0825  5.3767  1.1250  -0.0791
C  0.2252  2.3516  3.4429  -0.2404
C  -0.5172  3.2732  4.2147  -0.0502
C  -1.4151  2.8509  5.1514  0.0258
C  -1.7448  1.4649  5.3559  -0.0319
C  -1.1318  0.5341  4.6201  0.0198
C  -0.0315  0.8737  3.6672  -0.2409
H  6.4190  0.5192  2.7026  0.1192
H  5.5983  1.2914  0.5012  0.1085
H  3.3368  2.2468  0.2978  0.0679
H  2.7737  1.7713  4.5376  0.1096
H  5.0114  0.7811  4.7150  0.1180
H  2.4587  4.7637  4.1806  0.1165
H  2.7479  7.2097  4.0934  0.1184
H  2.0169  8.4736  2.1037  0.1194
H  0.9573  7.3072  0.2035  0.1166
H  0.6244  4.8568  0.2914  0.1030
H  -0.3312  4.3304  4.0853  0.1152
H  -1.9019  3.5929  5.7728  0.1335
H  -2.5011  1.2014  6.0817  0.1286
H  -1.3637  -0.5203  4.7045  0.1438
H  0.8956  0.4849  4.1191  0.1693
O  -0.6611  -0.8320  -2.3341  -0.0808
C  -0.9785  -0.0291  -3.2645  -0.5424
O  -0.5683  1.1564  -3.0625  -0.0884
C  -1.7184  -0.3693  -4.4835  -0.0899
C  -2.0425  -1.6990  -4.7306  0.0922
C  -2.6893  -2.0084  -5.9078  -0.0884
C  -3.0337  -1.0482  -6.8410  0.1206
C  -2.7010  0.2616  -6.5493  -0.0853
C  -2.0441  0.6290  -5.3945  0.0991
N  -3.0555  1.3205  -7.5251  -0.3452
O  -3.5021  0.9594  -8.5869  0.1249
O  -2.8667  2.4658  -7.1754  0.1025
N  -3.0143  -3.4267  -6.1831  -0.3451
O  -3.6194  -3.6642  -7.1996  0.1275
O  -2.6397  -4.2391  -5.3630  0.0955
H  -1.7996  -2.4803  -4.0250  0.1362
H  -3.5375  -1.3094  -7.7607  0.1457
H  -1.7907  1.6641  -5.2185  0.1409



A molecular structure, C18H18N5O2V in a non-equilibrium geometry, computed with ωB97M-V with the def2-TZVPD basis set.

LUMO level (alpha / beta)   -2.72 / -2.94 eV
E_HOMO (alpha / beta)   -9.8 / -10.7 eV
Expectation value of S²   3.77
Maximum force   3.60 eV/A
Kohn-Sham gap (alpha / beta)   7.1 / 7.7 eV
2S+1   4
E_tot   -56184.922 eV
Total charge   +1

Last column: Löwdin charge in e.
CARTESIAN COORDINATES (ANGSTROEM)
V  8.5517  7.9910  7.5717  0.8868
C  6.4473  7.4818  5.5654  -0.0464
N  7.3516  6.7681  6.5090  -0.1442
C  8.2848  5.8019  5.9485  -0.1143
C  9.7046  6.1685  6.1811  -0.2902
N  10.0741  7.4505  6.4165  0.0251
C  11.4670  7.4445  6.6213  -0.1779
C  12.4420  8.4527  6.8211  -0.0022
C  13.7879  8.1231  6.6651  -0.0724
C  14.2218  6.8081  6.4259  -0.0669
C  13.2876  5.7871  6.3047  -0.0077
C  11.9345  6.1272  6.3742  -0.1523
N  10.7776  5.3483  6.1610  0.1854
C  6.4346  8.9040  6.1174  -0.2812
N  7.3593  9.4676  6.9141  0.0465
C  7.0891  10.8375  6.9021  -0.1975
C  7.6300  11.9228  7.5467  -0.0066
C  7.0848  13.1938  7.3891  -0.0547
C  5.9838  13.3740  6.5521  -0.0474
C  5.3214  12.2731  5.9521  0.0010
C  5.8788  11.0544  6.2171  -0.1686
N  5.5286  9.7787  5.6707  0.1794
H  6.8480  7.6865  4.5485  0.1576
H  5.4647  7.0453  5.5928  0.1343
H  6.7028  6.2304  7.0967  0.1489
H  8.0921  4.7991  6.3548  0.1445
H  8.1012  5.6604  4.7838  0.1815
H  12.1506  9.4719  7.0879  0.1165
H  14.5791  8.9174  6.8021  0.1321
H  15.2894  6.5719  6.3400  0.1201
H  13.6400  4.8394  5.9420  0.1130
H  10.7673  4.3404  6.1500  0.1777
H  8.6172  11.7282  8.0208  0.1328
H  7.5370  13.9673  7.9588  0.1042
H  5.5117  14.3178  6.5068  0.0962
H  4.4089  12.2618  5.3243  0.1302
H  4.6919  9.5983  5.1370  0.1742
C  6.6401  6.2998  11.1526  -0.1023
O  7.3832  6.4243  9.9293  -0.2128
C  7.9394  7.7049  9.6527  -0.4258
O  7.8128  8.5251  10.5602  -0.0645
H  6.8519  7.2157  11.7573  0.0854
H  6.8505  5.3379  11.6396  0.0854
H  5.5603  6.3086  10.9743  0.0772